No. 1
Here is one molecule with the formula ClH2NO2S at a distorted geometry from the OMol25 dataset. Energies are from wB97M-V/def2-TZVPD.

Last column: natural (NBO) charge in e.
Positions of all 7 atoms, in Å:
N  0.3192  -0.1181  -0.0573  -1.030
O  1.5875  2.1364  0.9236  -0.710
O  2.0886  0.7176  -1.7295  -0.816
S  1.8004  0.5257  -0.3605  1.859
Cl  2.9743  -0.8732  0.5656  -0.139
H  0.2225  -0.3853  0.9135  0.417
H  -0.3466  0.6243  -0.0349  0.419

Summary:
energy: -28970.3373 eV
structure (SMILES): NS(=O)(=O)Cl
total charge: 0

***

No. 2
Here is C36H36N11O4S2Sn as an isolated structure from the OMol25 dataset. Energies are from wB97M-V/def2-TZVPD.

Last column: Mulliken charge in e.
Positions of all 90 atoms, in Å:
Sn  0.9782  -2.0713  1.0629  1.097
C  3.5777  3.0922  1.4367  -1.297
N  2.7274  2.1251  0.7631  1.058
C  2.0474  1.0991  1.2796  -0.343
N  1.4834  0.4003  0.3124  0.154
C  1.8429  1.0797  -0.8058  -0.670
N  2.5901  2.1330  -0.5783  -0.943
C  2.8793  4.1886  2.2073  0.975
C  3.6690  4.9307  3.0815  -0.990
C  3.1302  5.9851  3.7979  -0.648
C  1.7967  6.3184  3.6399  -1.002
C  1.0052  5.5863  2.7617  -0.071
C  1.5413  4.5119  2.0507  -0.140
C  -0.3871  5.9965  2.5931  0.590
N  -0.9919  6.9700  3.1790  -0.457
N  -2.2853  6.9854  2.6824  -0.490
C  -2.3656  6.0163  1.8408  0.726
O  -1.1935  5.3354  1.7260  -0.268
C  -3.5241  5.5821  1.0660  -0.091
C  -4.7465  6.2286  1.2367  -0.957
C  -5.8548  5.7777  0.5452  -0.728
C  -5.7561  4.6796  -0.3004  -0.801
C  -4.5381  4.0419  -0.4823  1.032
C  -4.4369  2.8227  -1.3705  -1.087
N  -3.7422  1.7312  -0.7065  1.015
C  -2.4456  1.3957  -0.7631  -0.221
N  -2.1608  0.4906  0.1518  -0.216
C  -3.3559  0.3269  0.7775  -0.564
N  -4.3374  1.0556  0.2953  -0.859
C  -3.4201  4.5038  0.1980  -0.187
H  4.1981  3.5291  0.6553  0.327
H  4.2364  2.5373  2.1055  0.514
H  2.0203  0.8746  2.3346  0.437
H  1.5696  0.7784  -1.8032  0.521
H  4.7167  4.6790  3.2001  0.454
H  3.7524  6.5508  4.4779  0.405
H  1.3559  7.1445  4.1804  0.534
H  0.9135  3.9563  1.3648  0.815
H  -4.8120  7.0692  1.9138  0.534
H  -6.8091  6.2685  0.6792  0.404
H  -6.6364  4.3139  -0.8151  0.393
H  -3.8905  3.0375  -2.2901  0.233
H  -5.4330  2.4713  -1.6318  0.388
H  -1.7604  1.8112  -1.4863  0.474
H  -3.5017  -0.3476  1.6057  0.479
H  -2.4614  4.0160  0.0763  0.669
O  5.5929  -5.0324  -0.5849  -0.440
C  5.9470  -3.7266  -0.6474  1.126
C  7.2515  -3.3685  -0.9816  -0.806
C  7.6259  -2.0423  -1.0714  -0.491
C  6.6967  -1.0398  -0.8248  -0.899
C  5.4070  -1.3917  -0.4805  -0.294
C  5.0016  -2.7263  -0.3784  -0.137
C  3.6045  -2.9902  0.0310  0.566
O  2.8556  -1.9223  0.2309  -0.407
N  3.1730  -4.1974  0.1831  -0.351
N  1.8407  -4.2378  0.6033  -0.240
C  1.3707  -5.4366  0.5353  0.156
S  -0.2142  -5.8580  1.1270  -0.108
C  -0.2284  -7.4890  0.3323  -0.579
C  1.1772  -8.0417  0.4138  -0.626
S  2.3416  -6.7434  -0.0910  0.024
H  6.3533  -5.5695  -0.8344  0.320
H  7.9754  -4.1528  -1.1746  0.291
H  8.6444  -1.7932  -1.3386  0.387
H  6.9766  0.0013  -0.9056  0.426
H  4.6699  -0.6270  -0.2798  0.458
H  -0.5511  -7.3705  -0.7015  0.261
H  -0.9450  -8.1082  0.8697  0.455
H  1.3132  -8.8894  -0.2564  0.387
H  1.4177  -8.3486  1.4310  0.323
O  -0.7417  -2.9050  -0.2643  -0.480
C  -1.5413  -3.0961  -1.2022  0.110
C  -2.7956  -3.8951  -0.9647  -0.644
C  -4.1104  -3.1527  -1.2482  -0.390
C  -4.4727  -3.0271  -2.7243  -0.781
C  -3.4915  -2.2051  -3.5523  -0.370
C  -2.1018  -2.8269  -3.6214  -0.864
N  -1.2989  -2.6106  -2.4174  0.018
H  -2.7536  -4.1955  0.0791  0.318
H  -2.7480  -4.8058  -1.5723  0.407
H  -4.0833  -2.1667  -0.7772  0.077
H  -4.9035  -3.7118  -0.7494  0.391
H  -5.4664  -2.5834  -2.8040  0.367
H  -4.5442  -4.0309  -3.1574  0.325
H  -3.4038  -1.1958  -3.1423  0.130
H  -3.8743  -2.1098  -4.5701  0.360
H  -1.5340  -2.3948  -4.4429  0.448
H  -2.1809  -3.9001  -3.8162  0.308
H  -0.4373  -2.0934  -2.5050  0.272

Summary:
energy: -89995.5031 eV
total charge: +1

***

No. 3
Here is a 13-piece molecular cluster, C55H142N6O18 overall at a distorted geometry from the OMol25 dataset. Energies are from wB97M-V/def2-TZVPD.

Last column: Mulliken charge in e.
Positions of all 221 atoms, in Å:
C  4.2910  -0.6428  3.3176  -1.736
C  4.1361  -0.5245  1.7879  1.982
C  4.3057  0.8851  1.2490  -0.427
O  5.1359  -1.3269  1.1552  -0.440
H  4.0608  -1.6725  3.5926  0.590
H  3.5631  0.0068  3.8074  0.001
H  5.2728  -0.3127  3.6666  0.483
H  3.1482  -0.9798  1.6482  -0.955
H  3.8219  1.0062  0.2832  -0.278
H  5.3533  1.1792  1.2878  0.378
H  3.8150  1.6138  1.9059  0.044
H  5.5044  -1.9401  1.7982  0.216
C  6.2757  1.4350  -2.0264  -0.610
C  7.2879  0.8389  -2.9954  0.286
C  7.9573  -0.4366  -2.5241  -1.267
O  6.5257  0.5682  -4.2016  -0.562
H  5.4389  0.7417  -1.9538  -0.043
H  5.8982  2.3895  -2.3987  0.262
H  6.6917  1.6665  -1.0427  0.399
H  8.0489  1.5200  -3.3912  0.337
H  7.2588  -1.1439  -2.0786  0.057
H  8.7154  -0.1080  -1.8097  0.400
H  8.4878  -0.9353  -3.3349  0.450
H  6.4133  1.3685  -4.7179  0.305
C  1.4444  0.5490  -4.6870  -0.972
C  2.2013  -0.6269  -5.3043  0.274
C  3.5920  -0.7943  -4.6927  -1.000
O  1.4701  -1.8382  -5.2471  -0.506
H  0.4999  0.6919  -5.2192  0.427
H  2.0383  1.4494  -4.8589  0.393
H  1.2745  0.4074  -3.6200  0.044
H  2.3665  -0.3172  -6.3473  0.367
H  4.1387  0.1428  -4.7612  0.229
H  4.0964  -1.5294  -5.3216  0.431
H  3.6114  -1.1183  -3.6524  0.040
H  0.7267  -1.7282  -5.8497  0.328
C  -2.8623  -4.3500  -3.7679  -1.264
C  -1.4818  -4.6443  -3.1712  0.483
C  -1.1355  -3.7545  -1.9920  -0.439
O  -1.5150  -6.0041  -2.7356  -0.603
H  -3.1278  -4.9278  -4.6582  0.454
H  -3.0323  -3.2959  -4.0099  0.127
H  -3.6830  -4.5452  -3.0754  0.352
H  -0.7033  -4.4757  -3.9252  0.188
H  -1.8230  -3.9053  -1.1592  0.292
H  -1.1611  -2.7129  -2.3123  0.058
H  -0.1141  -3.9593  -1.6680  -0.031
H  -1.6798  -6.5515  -3.5086  0.348
C  1.4043  2.1160  5.7807  -1.345
C  1.6034  2.4514  4.3108  1.305
C  0.3965  2.0502  3.5044  0.776
O  1.8037  3.8509  4.1479  -0.495
H  2.2359  2.4780  6.3916  0.522
H  1.3860  1.0323  5.9191  -0.084
H  0.4602  2.5352  6.1342  0.358
H  2.5156  1.9087  4.0340  -0.673
H  0.2270  0.9719  3.5183  -0.498
H  0.5649  2.4005  2.4845  -0.580
H  -0.5630  2.4566  3.8338  0.203
H  2.3402  4.2291  4.8479  0.331
C  -3.4948  0.0564  3.9348  -1.034
C  -4.4214  1.0714  3.2819  0.842
C  -4.4369  2.4814  3.9087  -1.398
O  -4.2211  1.1188  1.8821  0.529
H  -3.6660  -0.9140  3.4694  0.206
H  -3.7183  -0.0656  4.9943  0.605
H  -2.4700  0.4084  3.8084  -0.060
H  -5.4569  0.7248  3.4138  0.158
H  -5.1709  3.0929  3.3880  0.277
H  -3.4740  2.9952  3.8838  0.061
H  -4.7196  2.3393  4.9543  0.509
H  -5.0119  1.3966  1.3845  -0.486
C  1.6495  4.0151  0.4337  0.128
C  2.9972  4.1236  -0.2652  0.850
C  2.9437  3.7790  -1.7378  -1.422
O  3.4046  5.5036  -0.2036  -0.650
H  0.8749  4.6772  0.0424  0.458
H  1.7505  4.1962  1.5083  0.218
H  1.1793  3.0276  0.3645  -0.862
H  3.7963  3.5339  0.1970  0.069
H  2.2808  4.4486  -2.2871  0.416
H  2.6671  2.7291  -1.8771  0.082
H  3.9091  3.8442  -2.2464  0.370
H  3.2878  5.7648  0.7178  0.356
C  3.4386  -4.9084  -0.9355  -0.446
O  4.0438  -5.9994  -0.2927  -0.446
C  5.2201  -5.6999  0.4234  -0.538
C  6.3002  -5.0308  -0.3894  -0.141
N  7.4995  -4.8023  0.4233  -0.278
C  8.4503  -3.9478  -0.2706  -0.268
C  9.7505  -3.7736  0.4908  -0.633
O  10.3128  -5.0548  0.7065  -0.322
C  11.4167  -5.0195  1.5719  -0.810
H  4.0938  -4.5429  -1.7333  0.356
H  3.3121  -4.0249  -0.2923  0.113
H  2.4537  -5.1410  -1.3305  0.236
H  5.6084  -6.6262  0.8565  0.331
H  4.9590  -5.1134  1.3123  0.261
H  5.9549  -4.0070  -0.5695  0.017
H  6.5363  -5.5352  -1.3315  0.325
H  7.9838  -5.6533  0.6869  0.284
H  7.9711  -2.9788  -0.4474  0.083
H  8.6307  -4.2934  -1.3000  0.354
H  9.6633  -3.3009  1.4750  0.373
H  10.3450  -3.0876  -0.1263  0.346
H  12.0029  -5.9269  1.4541  0.254
H  11.0651  -4.9418  2.6120  0.322
H  12.0770  -4.1484  1.4861  0.317
C  -7.0910  -3.0728  -7.1311  -0.659
O  -6.7730  -1.8762  -6.4587  -0.440
C  -5.9224  -2.0014  -5.3269  -0.194
C  -6.4310  -3.0068  -4.2966  -1.087
N  -5.7040  -2.7787  -3.0618  0.475
C  -6.1228  -3.7237  -2.0194  -1.345
C  -5.4618  -3.4657  -0.6673  -0.359
O  -5.9925  -2.2972  -0.0661  -0.396
C  -5.7637  -2.1962  1.3238  -0.846
H  -7.7784  -2.8923  -7.9531  0.278
H  -7.6785  -3.6692  -6.4167  0.263
H  -6.2238  -3.6671  -7.4332  0.281
H  -5.8851  -1.0244  -4.8468  0.088
H  -4.9278  -2.2420  -5.7146  0.290
H  -6.2761  -4.0144  -4.6858  0.549
H  -7.5066  -2.8275  -4.1619  0.352
H  -5.9021  -1.8676  -2.6443  -0.161
H  -5.8376  -4.7131  -2.3881  0.657
H  -7.2138  -3.7493  -1.8839  0.437
H  -4.3882  -3.3094  -0.8137  0.023
H  -5.6670  -4.3408  -0.0439  0.585
H  -4.6965  -2.1577  1.5616  0.215
H  -6.2504  -3.0477  1.8114  0.456
H  -6.2465  -1.2794  1.6597  0.185
C  -2.4896  1.8877  -3.8945  -0.335
O  -2.9796  0.9629  -2.9528  0.043
C  -4.3635  1.1354  -2.7328  -1.366
C  -4.8966  0.2387  -1.6022  1.579
N  -6.3138  -0.0801  -1.8664  -0.209
C  -7.2332  1.0563  -1.6442  -0.943
C  -7.5763  1.4337  -0.1979  -0.827
O  -6.5520  1.8957  0.6706  -0.516
C  -6.0540  3.2009  0.2951  -0.641
H  -1.4296  1.6873  -4.0532  -0.243
H  -2.5526  2.9037  -3.4917  0.006
H  -2.9573  1.8593  -4.8827  0.433
H  -4.9114  0.8534  -3.6390  0.420
H  -4.6299  2.1708  -2.4819  0.163
H  -4.6915  0.6541  -0.6144  0.019
H  -4.3447  -0.7053  -1.5633  -0.034
H  -6.5257  -0.7195  -1.0947  0.172
H  -8.1887  0.6758  -2.0220  0.546
H  -6.9832  1.9109  -2.2737  0.446
H  -8.0109  0.5636  0.3009  0.528
H  -8.3708  2.1899  -0.2254  0.400
H  -5.9481  3.7070  1.2509  0.240
H  -6.6503  3.6825  -0.4794  0.446
H  -5.0723  3.0704  -0.1751  -0.034
C  0.9482  -3.3550  2.4417  -0.156
O  1.1106  -3.1154  3.8189  -0.514
C  0.5257  -1.8846  4.2137  0.336
C  0.7367  -1.6742  5.6966  -1.232
N  2.1486  -1.5402  5.9789  0.187
C  2.4787  -1.2824  7.3731  -0.967
C  3.8850  -0.7234  7.4409  -0.112
O  4.3178  -0.5868  8.7658  -0.422
C  5.5774  0.0221  8.8611  -0.708
H  -0.0553  -3.0877  2.1012  0.095
H  1.1225  -4.4032  2.1954  0.356
H  1.7007  -2.7998  1.8672  -0.059
H  -0.5341  -1.8917  3.9397  0.526
H  1.0164  -1.0586  3.6822  -0.335
H  0.2613  -2.4962  6.2522  0.357
H  0.2207  -0.7518  5.9775  0.483
H  2.6377  -2.3470  5.6137  0.266
H  2.4422  -2.2093  7.9642  0.419
H  1.7519  -0.6361  7.8648  0.308
H  3.8249  0.2893  7.0092  0.189
H  4.5825  -1.2671  6.7929  0.305
H  6.2488  -0.4711  8.1411  0.292
H  6.0933  -0.0489  9.8150  0.282
H  5.5105  1.0720  8.5494  0.278
C  -6.7396  8.2270  -2.7468  -0.732
O  -5.5518  7.6090  -2.3569  -0.312
C  -5.4964  6.2352  -2.6315  -0.790
C  -4.1489  5.6242  -2.3024  -0.098
N  -3.8362  5.5730  -0.8938  -0.090
C  -2.6035  4.8353  -0.6171  -0.437
C  -2.3861  4.7518  0.8878  -0.027
O  -1.9267  6.0040  1.3187  -0.484
C  -1.4049  5.9927  2.6249  -0.375
H  -7.6142  7.7770  -2.2621  0.288
H  -6.8514  8.1483  -3.8395  0.292
H  -6.6988  9.2912  -2.5219  0.249
H  -5.6821  6.1173  -3.7104  0.416
H  -6.3156  5.6767  -2.1551  0.282
H  -3.4275  6.2721  -2.8285  0.391
H  -4.0935  4.6217  -2.7287  -0.048
H  -3.8155  6.4835  -0.4558  0.278
H  -1.7157  5.3294  -1.0371  0.839
H  -2.6071  3.8547  -1.0951  -0.317
H  -1.6516  3.9532  1.0699  -0.093
H  -3.2907  4.4434  1.4280  0.241
H  -0.9507  6.9373  2.9198  0.305
H  -0.5930  5.2547  2.6869  -0.002
H  -2.2267  5.7510  3.3120  0.277
C  -1.8686  -0.9572  0.2559  -0.534
C  -1.0956  0.3690  0.1995  2.326
C  0.0675  0.3399  -0.7467  -1.105
O  0.9820  -0.6370  -0.2725  0.871
C  2.1277  -0.8213  -1.0344  -0.790
N  -1.9793  1.4672  -0.2530  0.750
H  -1.1700  -1.7276  0.5922  -0.174
H  -2.0194  -1.2371  -0.7931  -0.191
H  -2.8207  -0.9056  0.7724  0.145
H  -0.7254  0.6491  1.1897  -0.134
H  0.6009  1.2950  -0.8249  -0.543
H  -0.2077  0.0637  -1.7779  -0.008
H  2.7897  -1.5925  -0.6421  0.068
H  2.7240  0.0667  -1.2774  -0.190
H  1.8178  -1.2220  -2.0146  0.433
H  -2.5004  1.1461  -1.0717  -1.003
H  -2.6728  1.5436  0.4867  -0.113

Summary:
energy: -105125.6521 eV
total charge: 0

***

Q: Which formula does entry 3 have?
A: C55H142N6O18